No. 1
Density functional theory data (ωB97M-V/def2-TZVPD) for a structure of composition C8H4BrClF6INO8ReS2.

Properties
E_HOMO (spin up / spin down) (eV): -9.08 / -9.58
E_LUMO (spin up / spin down) (eV): -0.9 / -2.0
DFT total energy (Eh): -5769.36991
<S²>: 3.787

```
! RIJCOSX wB97M-V def2-TZVPD def2/J DEFGRID3
* xyz 0 4
Re 0.5959 0.7958 -0.9828
F -1.9623 -3.4211 -2.4380
C -1.4720 -2.4672 -3.2038
F -0.9111 -2.9793 -4.2811
F -2.4142 -1.6079 -3.5336
S -0.1880 -1.5271 -2.2599
O -0.8765 -0.8751 -1.1069
O 0.3773 -0.4799 -3.0988
N 0.8111 -2.6323 -1.8291
S 1.9495 -2.2349 -0.7963
O 1.9698 -0.7682 -0.5328
O 3.1935 -2.8386 -1.0871
C 1.3626 -2.9433 0.8070
F 1.3044 -4.2607 0.6802
F 0.1648 -2.4678 1.1082
F 2.2274 -2.6153 1.7518
O -1.9961 3.7738 -2.5122
Cl -1.6049 3.1655 -1.2982
O -2.6949 2.6775 -0.5321
O -0.6868 3.9291 -0.5397
O -0.8341 1.8623 -1.7868
Br -0.6898 1.7481 5.5076
C -0.2989 1.5246 3.6693
C 0.9802 1.8006 3.2109
C 1.2693 1.6439 1.8665
C 0.2820 1.2102 0.9706
C -0.9984 0.9303 1.4649
C -1.2932 1.0909 2.8098
H 1.7426 2.1402 3.8981
H 2.2690 1.8624 1.5205
H -1.7905 0.6001 0.8050
H -2.2864 0.8842 3.1827
I 2.4986 2.4791 -1.4336
*
```

=====

No. 2
Density functional theory data (ωB97M-V/def2-TZVPD) for an isolated molecule of C8H4BrClOS.

Properties
E_HOMO (spin up / spin down) (eV): -5.83 / -9.66
E_LUMO (spin up / spin down) (eV): -0.3 / -3.5
DFT total energy (Eh): -3814.61972
<S²>: 2.042

```
! RIJCOSX wB97M-V def2-TZVPD def2/J DEFGRID3
* xyz 0 3
C 1.4226 -1.2669 -1.3069
C 1.0288 -1.9530 -0.1430
C 0.6803 -0.1223 -1.6107
C 0.0442 -1.4804 0.6925
C -0.0444 0.4740 -0.5452
C -0.6091 -0.2865 0.4934
C -0.2112 1.8807 -0.6048
C -0.3689 3.0737 -0.6976
O -3.1146 -0.2585 2.0010
S -1.9719 0.6042 1.6582
Cl -0.8781 0.8376 3.4439
Br -0.2049 4.8763 -0.6254
H 2.1280 -1.8149 -1.9380
H 1.4504 -2.9172 0.2115
H 1.0350 0.6013 -2.3793
H -0.3862 -2.2482 1.3505
*
```

=====

No. 3
Density functional theory data (ωB97M-V/def2-TZVPD) for a structure of composition C8H4ClMnNO3.

Properties
E_HOMO (spin up / spin down) (eV): -17.41 / -17.39
E_LUMO (spin up / spin down) (eV): -10.5 / -12.2
DFT total energy (Eh): -2198.05871
<S²>: 8.792

```
! RIJCOSX wB97M-V def2-TZVPD def2/J DEFGRID3
* xyz 2 6
O -3.1734 -1.0470 -1.7526
C -2.5427 -0.8797 -0.7407
Mn 0.5138 0.1710 0.2755
C 0.7281 1.7876 -0.2822
C 1.6919 -0.8573 -0.4496
O 0.5703 2.8159 -0.9234
O 2.2051 -1.6678 -1.2057
Cl -1.8495 -0.9873 5.1811
C -0.4856 -0.4359 4.1846
C 0.6790 -0.0560 4.7870
C 1.6959 0.3605 3.9549
C 1.5399 0.3888 2.6057
N 0.3328 -0.0096 2.0695
C -0.7115 -0.4311 2.8166
H 0.7691 -0.0893 5.8401
H 2.6282 0.6704 4.3495
H 2.2521 0.6911 1.8414
H -1.5906 -0.7140 2.2977
*
```

=====

No. 4
Density functional theory data (ωB97M-V/def2-TZVPD) for a structure of composition C8H4N2O5V.

Properties
E_HOMO (spin up / spin down) (eV): -17.49 / -17.53
E_LUMO (spin up / spin down) (eV): -9.5 / -11.0
DFT total energy (Eh): -1736.28401
<S²>: 3.772

```
! RIJCOSX wB97M-V def2-TZVPD def2/J DEFGRID3
* xyz 2 4
O -0.0161 3.6996 -1.3827
C -0.0117 2.5622 -1.4477
V 0.0006 -0.2430 -1.4540
O 0.0005 -0.0193 -4.5243
C -0.0003 -0.1306 -3.3656
C 0.0035 -2.1063 -1.1833
O 0.0023 -3.2631 -1.0106
C -1.9154 -0.0369 -1.2213
O -3.0737 0.0364 -1.1315
C 1.9187 -0.0278 -1.2212
O 3.0781 0.0369 -1.1402
N -0.0767 -1.1123 1.5421
C -0.0516 -0.7495 2.8296
C 0.0515 0.6431 2.8486
C 0.0876 1.0505 1.5033
N 0.0076 -0.0453 0.7113
H -0.1506 -2.0905 1.2543
H -0.1089 -1.5128 3.5899
H 0.0933 1.2683 3.7109
H 0.1615 2.0403 1.0923
*
```

=====

No. 5
Density functional theory data (ωB97M-V/def2-TZVPD) for a structure of composition C8H4N2S.

Properties
E_HOMO (eV): -8.82
E_LUMO (eV): -1.3
DFT total energy (Eh): -814.77773

```
! RIJCOSX wB97M-V def2-TZVPD def2/J DEFGRID3
* xyz 0 1
C 3.2419 -1.9439 0.0669
C 2.3105 -1.1951 -0.2140
C 1.0041 -0.3456 -0.1187
C 1.0516 1.1133 0.3301
C -0.2542 1.8460 0.4351
C -1.5670 1.1353 0.1162
N -2.8873 1.6443 0.1567
S -3.8610 0.3507 -0.3167
N -2.8185 -0.9445 -0.6694
C -1.5739 -0.3338 -0.3514
C -0.2529 -1.0883 -0.4613
H 4.0067 -2.6596 0.4773
H 2.0159 1.6521 0.5788
H -0.2259 2.9292 0.7559
H -0.1901 -2.1601 -0.7855
*
```

=====

No. 6
Density functional theory data (ωB97M-V/def2-TZVPD) for a structure of composition C8H5Cl2FeNO3Ti.

Properties
E_HOMO (spin up / spin down) (eV): -25.48 / -26.28
E_LUMO (spin up / spin down) (eV): -17.5 / -19.3
DFT total energy (Eh): -3619.94595
<S²>: 12.052

```
! RIJCOSX wB97M-V def2-TZVPD def2/J DEFGRID3
* xyz 4 7
Fe 0.7387 -0.0317 -3.3525
Ti 0.2479 0.7200 -0.8614
Cl 0.6549 -1.4945 -1.7182
Cl -1.1469 2.4035 -1.2578
C 1.8765 1.6183 -0.3671
C 1.0079 -1.1589 -4.7427
C 0.6737 1.6197 -4.0708
O 2.9154 2.0507 -0.0069
O 1.0987 -2.2559 -5.1303
O 0.9571 2.3855 -4.9158
C -1.2623 -0.9919 3.4222
C -1.6491 0.2722 2.9769
C -1.1536 0.7682 1.7789
N -0.2676 0.0566 1.0361
C 0.1912 -1.1287 1.5114
C -0.3198 -1.6941 2.6719
H -1.6943 -1.4368 4.3188
H -2.3536 0.8853 3.5350
H -1.4706 1.7186 1.3419
H 0.9284 -1.6185 0.8803
H 0.0276 -2.6874 2.9500
*
```